This record from the OMol25 dataset describes C15H42KNO16S3V as an isolated structure in a non-equilibrium geometry. The level of theory is wB97M-V/def2-TZVPD.

Structure (XYZ):
```
79
C15H42KNO16S3V (wB97M-V/def2-TZVPD)
K 2.227 -0.668 3.315
O -1.966 -2.606 1.516
V -0.437 -2.781 1.288
O -0.291 -3.531 -0.134
C 1.492 0.135 -0.833
C 0.449 0.217 0.267
C -0.920 0.301 -0.462
O 0.574 -0.913 1.076
H 1.280 0.806 -1.671
H 1.519 -0.856 -1.284
H 2.472 0.474 -0.483
H 0.518 1.160 0.825
H -0.953 -0.448 -1.252
H -1.042 1.302 -0.866
H -1.621 0.089 0.350
C -5.525 1.773 -0.613
O -4.183 1.478 -0.984
H -6.276 0.979 -0.633
H -5.627 2.062 0.442
H -5.759 2.625 -1.251
H -4.116 0.522 -1.092
C 4.876 2.221 2.196
O 4.263 1.123 1.522
H 5.648 2.651 1.557
H 4.149 2.987 2.476
H 5.375 1.896 3.107
H 3.720 1.456 0.803
O 2.410 -3.812 0.455
S 3.587 -3.988 -0.359
O 4.811 -3.312 0.007
O 3.854 -5.579 -0.542
C 4.889 -6.175 0.260
C 4.295 -6.499 1.637
C 3.151 -3.673 -2.114
H 5.766 -5.568 0.475
H 5.124 -7.142 -0.181
H 4.960 -7.180 2.173
H 3.413 -7.135 1.544
H 4.088 -5.544 2.116
H 3.419 -2.653 -2.353
H 2.125 -4.032 -2.180
H 3.698 -4.471 -2.612
O -5.241 -1.192 -2.455
S -4.718 -2.411 -3.004
O -5.030 -3.672 -2.408
O -5.042 -2.431 -4.587
C -4.883 -3.583 -5.399
C -6.113 -3.832 -6.212
C -2.891 -2.383 -3.124
H -4.579 -4.424 -4.771
H -4.090 -3.440 -6.144
H -6.075 -4.637 -6.945
H -6.404 -2.968 -6.813
H -6.952 -3.989 -5.527
H -2.535 -2.201 -2.110
H -2.679 -1.461 -3.661
H -2.551 -3.339 -3.502
O 0.527 7.415 4.174
S 1.857 6.900 3.955
O 2.463 6.062 4.962
O 1.923 6.113 2.553
C 0.843 5.215 2.248
C 1.089 4.474 0.930
C 3.022 8.259 3.475
H 0.003 5.900 2.126
H 0.591 4.474 3.009
H 1.970 3.829 0.921
H 1.302 5.247 0.192
H 0.205 3.880 0.704
H 3.927 7.826 3.064
H 3.140 8.952 4.303
H 2.499 8.815 2.697
C -1.555 1.957 3.030
N -2.893 2.459 2.663
O -2.995 3.495 2.058
O -3.810 1.691 2.843
H -0.775 2.688 2.853
H -1.379 1.102 2.374
H -1.604 1.517 4.023
```

Summary:
molecular weight: 678.74 g mol⁻¹
highest occupied orbital energy: -11.324 eV
HOMO-LUMO gap: 6.04 eV
energy: -4593.373310 Ha
E_LUMO: -0.1943 Eh
net charge: +1